1.
C4H11NO2 | ωB97M-V with the def2-TZVPD basis set

```
! wB97M-V def2-TZVPD RIJCOSX def2/J DEFGRID3
* xyz 0 1
C 0.17 0.20 -0.13
C -0.88 0.36 0.97
C -1.46 1.77 1.00
O -0.38 -0.12 2.21
N 0.08 -1.14 -0.74
C 0.99 -1.37 -1.84
O 2.37 -1.40 -1.48
H -0.12 0.84 -0.98
H 1.14 0.42 0.34
H -1.65 -0.36 0.65
H -1.96 1.90 0.04
H -2.09 2.00 1.84
H -0.66 2.53 1.02
H 0.39 0.39 2.49
H 0.24 -1.83 -0.02
H 0.77 -0.61 -2.60
H 0.71 -2.34 -2.26
H 2.35 -1.24 -0.51
*
```

Values from the calculation:
- Kohn-Sham gap: 10.35 eV
- SMILES string: C[C@H](O)CNCO
- Molecular weight: 105.1 g mol⁻¹
- Relative energy (zero: lowest compared OMol25 entry of this formula, charge and spin): 1.509 eV
- LUMO: 0.77 eV

---

2.
C20H24O7S | ωB97M-V with the def2-TZVPD basis set

```
! wB97M-V def2-TZVPD RIJCOSX def2/J DEFGRID3
* xyz 0 1
C -3.21 5.39 1.72
O -3.49 3.99 1.82
C -2.89 3.04 1.04
C -3.31 1.71 1.23
C -2.76 0.68 0.50
C -1.72 0.84 -0.42
C -1.12 -0.44 -1.04
O -0.55 -0.27 -2.25
C -1.16 -0.78 -3.46
C -1.34 2.20 -0.68
C -1.92 3.28 0.02
H -3.70 5.82 2.60
H -2.13 5.59 1.75
H -3.66 5.82 0.81
H -4.07 1.51 1.99
H -3.19 -0.34 0.63
H -1.94 -1.27 -0.96
H -0.65 -0.23 -4.26
H -0.89 -1.84 -3.54
H -2.26 -0.65 -3.50
H -0.63 2.45 -1.46
H -1.62 4.33 -0.16
C -2.07 -1.45 3.61
C -1.75 -2.30 2.43
O -0.95 -1.44 1.51
C -0.33 -2.20 0.59
C 0.38 -1.32 -0.42
O 1.10 -2.08 -1.29
C 2.00 -3.32 -0.95
S 1.63 -0.31 0.55
C 3.03 -0.15 -0.56
C 4.26 0.01 0.10
C 5.46 -0.09 -0.60
C 5.45 -0.35 -1.98
C 4.23 -0.43 -2.65
C 3.02 -0.29 -1.95
O 1.09 1.01 0.85
O 2.20 -1.12 1.62
O -0.26 -3.44 0.66
H -2.95 -1.86 4.13
H -1.23 -1.51 4.31
H -2.23 -0.39 3.36
H -1.14 -3.18 2.71
H -2.67 -2.64 1.91
H 2.65 -3.47 -1.83
H 2.59 -3.12 -0.05
H 1.30 -4.15 -0.80
H 4.27 0.16 1.17
H 6.40 -0.04 -0.05
H 6.40 -0.42 -2.53
H 4.22 -0.67 -3.71
H 2.09 -0.28 -2.50
*
```

Values from the calculation:
- Kohn-Sham gap: 9.01 eV
- SMILES string: CCOC(=O)[C@@](OC)([C@H](OC)c1ccc(OC)cc1)S(=O)(=O)c1ccccc1
- Molecular weight: 408.5 g mol⁻¹
- Relative energy (zero: lowest compared OMol25 entry of this formula, charge and spin): 0.578 eV
- LUMO: 0.73 eV

---

3.
C23H29BIrN8Si | ωB97M-V with the def2-TZVPD basis set

```
! wB97M-V def2-TZVPD RIJCOSX def2/J DEFGRID3
* xyz 2 2
Ir -0.67 0.76 -0.30
B 0.25 1.92 -2.72
N 1.40 0.99 -2.23
C 2.66 0.74 -2.58
C 3.26 -0.04 -1.59
C 2.28 -0.22 -0.63
N 1.16 0.40 -1.03
N 0.11 3.05 -1.65
C 0.25 4.36 -1.71
C -0.06 4.91 -0.46
C -0.41 3.84 0.32
N -0.31 2.70 -0.40
H 0.45 2.37 -3.81
H -0.78 1.25 -2.63
H 3.06 1.13 -3.50
H 4.27 -0.41 -1.58
H 2.31 -0.75 0.31
H 0.57 4.83 -2.63
H -0.01 5.95 -0.18
H -0.70 3.82 1.35
C -0.03 -5.65 -0.85
C 0.12 -5.07 -2.25
C 1.44 -4.30 -2.40
C -1.08 -4.22 -2.66
N -1.27 -3.06 -1.77
C -0.68 -1.88 -1.77
N -1.15 -1.20 -0.74
N -2.04 -2.01 -0.11
N -2.11 -3.11 -0.72
H 0.79 -6.33 -0.63
H -0.97 -6.20 -0.74
H -0.01 -4.87 -0.09
H 0.13 -5.89 -2.97
H 1.52 -3.50 -1.66
H 1.55 -3.87 -3.40
H 2.28 -4.97 -2.23
H -2.01 -4.79 -2.59
H -0.98 -3.83 -3.67
H 0.04 -1.54 -2.50
C 2.98 1.24 4.64
C 2.37 2.24 3.90
C 1.27 1.94 3.11
C 0.78 0.63 3.05
C 1.42 -0.37 3.79
C 2.51 -0.07 4.59
Si -0.65 0.13 2.04
C -2.15 1.21 1.82
C -2.86 0.93 0.61
C -3.75 1.89 0.08
C -3.96 3.07 0.74
C -3.31 3.31 1.96
C -2.39 2.42 2.47
H 3.83 1.48 5.27
H 2.74 3.26 3.95
H 0.81 2.73 2.53
H 1.05 -1.39 3.76
H 2.99 -0.84 5.17
H -0.91 -1.32 2.12
H -3.02 -0.11 0.32
H -4.31 1.66 -0.82
H -4.66 3.80 0.36
H -3.54 4.22 2.51
H -1.87 2.65 3.40
*
```

Values from the calculation:
- Kohn-Sham gap (spin up / spin down): 8.19 / 5.72 eV
- Expectation value of S²: 0.758
- Molecular weight: 648.7 g mol⁻¹
- Relative energy (zero: lowest compared OMol25 entry of this formula, charge and spin): 0.000 eV
- LUMO (spin up / spin down): -6.59 / -9.03 eV

---

4.
C38H38Br2N5O7RbS6 | ωB97M-V with the def2-TZVPD basis set

```
! wB97M-V def2-TZVPD RIJCOSX def2/J DEFGRID3
* xyz -2 1
Rb 0.04 0.30 -1.27
Br 1.33 1.69 7.62
C 0.82 2.19 5.86
C 1.31 1.49 4.78
C 0.94 1.88 3.51
C 0.06 2.95 3.31
C -0.40 3.66 4.43
C -0.03 3.28 5.70
N -0.25 3.24 1.98
C -1.23 3.96 1.65
C -1.52 4.26 0.23
C -2.26 5.41 -0.08
C -2.57 5.67 -1.40
C -2.16 4.78 -2.37
C -1.42 3.67 -1.98
N -1.10 3.42 -0.72
H 1.95 0.63 4.92
H 1.29 1.35 2.63
H -1.05 4.51 4.30
H -0.40 3.81 6.57
H -1.90 4.44 2.37
H -2.57 6.08 0.71
H -3.14 6.56 -1.66
H -2.41 4.94 -3.42
H -1.10 2.93 -2.71
C 3.69 -3.33 2.85
C 3.88 -1.97 2.25
C 4.99 -1.19 2.54
C 5.13 0.07 1.98
C 4.14 0.49 1.12
Br 4.29 2.18 0.27
N 3.06 -0.21 0.84
C 2.92 -1.41 1.40
H 4.64 -3.75 3.16
H 3.21 -4.01 2.15
H 3.04 -3.26 3.72
H 5.76 -1.56 3.22
H 5.97 0.71 2.20
H 2.00 -1.92 1.18
O -0.47 -1.02 -4.76
S -1.37 0.05 -4.39
O -1.79 0.84 -5.56
O -0.85 0.95 -3.35
C -2.91 -0.74 -3.84
C -4.02 -0.43 -4.61
C -5.24 -1.07 -4.40
C -5.33 -2.07 -3.45
C -4.22 -2.38 -2.68
C -3.01 -1.72 -2.86
S -1.83 -1.95 -1.50
O -2.22 -3.18 -0.85
O -0.46 -1.96 -2.00
O -2.13 -0.74 -0.74
H -3.91 0.32 -5.37
H -6.10 -0.79 -4.99
H -6.26 -2.59 -3.29
H -4.25 -3.15 -1.91
S 0.26 -7.26 2.75
C -0.31 -5.69 2.76
S 0.27 -4.51 1.64
C -0.69 -3.22 2.48
N -1.40 -3.75 3.42
N -1.20 -5.10 3.60
C -1.88 -5.65 4.72
C -2.53 -4.75 5.58
C -3.21 -5.20 6.70
C -3.26 -6.56 6.99
C -2.62 -7.45 6.15
C -1.94 -7.01 5.02
S -0.52 -1.60 2.12
H -2.48 -3.70 5.35
H -3.70 -4.49 7.35
H -3.79 -6.92 7.87
H -2.65 -8.51 6.36
H -1.44 -7.73 4.39
C 2.05 4.86 -2.60
C 2.64 4.41 -3.93
C 3.14 2.97 -3.88
S 1.70 1.82 -3.56
O 1.96 1.43 -2.15
C 2.37 0.41 -4.51
C 2.56 0.64 -6.01
C 1.35 1.26 -6.70
H 1.62 5.86 -2.67
H 2.83 4.88 -1.83
H 1.28 4.17 -2.27
H 3.47 5.08 -4.21
H 1.89 4.50 -4.72
H 3.81 2.81 -3.04
H 3.63 2.70 -4.82
H 1.60 -0.36 -4.36
H 3.29 0.13 -4.01
H 2.77 -0.33 -6.47
H 3.44 1.27 -6.19
H 0.44 0.71 -6.46
H 1.48 1.27 -7.78
H 1.21 2.29 -6.36
*
```

Values from the calculation:
- Kohn-Sham gap: 5.46 eV
- Molecular weight: 1114.4 g mol⁻¹
- Relative energy (zero: lowest compared OMol25 entry of this formula, charge and spin): 2.852 eV
- LUMO: 3.36 eV

---

> The lowest relative energy (zero: lowest compared OMol25 entry of this formula, charge and spin) belongs to which entry?

C23H29BIrN8Si

---

> Look up the relative energy (zero: lowest compared OMol25 entry of this formula, charge and spin) of the fourth one.

2.852 eV

---

Repeat the fourth record exactly.
C38H38Br2N5O7RbS6 | ωB97M-V with the def2-TZVPD basis set

```
! wB97M-V def2-TZVPD RIJCOSX def2/J DEFGRID3
* xyz -2 1
Rb 0.04 0.30 -1.27
Br 1.33 1.69 7.62
C 0.82 2.19 5.86
C 1.31 1.49 4.78
C 0.94 1.88 3.51
C 0.06 2.95 3.31
C -0.40 3.66 4.43
C -0.03 3.28 5.70
N -0.25 3.24 1.98
C -1.23 3.96 1.65
C -1.52 4.26 0.23
C -2.26 5.41 -0.08
C -2.57 5.67 -1.40
C -2.16 4.78 -2.37
C -1.42 3.67 -1.98
N -1.10 3.42 -0.72
H 1.95 0.63 4.92
H 1.29 1.35 2.63
H -1.05 4.51 4.30
H -0.40 3.81 6.57
H -1.90 4.44 2.37
H -2.57 6.08 0.71
H -3.14 6.56 -1.66
H -2.41 4.94 -3.42
H -1.10 2.93 -2.71
C 3.69 -3.33 2.85
C 3.88 -1.97 2.25
C 4.99 -1.19 2.54
C 5.13 0.07 1.98
C 4.14 0.49 1.12
Br 4.29 2.18 0.27
N 3.06 -0.21 0.84
C 2.92 -1.41 1.40
H 4.64 -3.75 3.16
H 3.21 -4.01 2.15
H 3.04 -3.26 3.72
H 5.76 -1.56 3.22
H 5.97 0.71 2.20
H 2.00 -1.92 1.18
O -0.47 -1.02 -4.76
S -1.37 0.05 -4.39
O -1.79 0.84 -5.56
O -0.85 0.95 -3.35
C -2.91 -0.74 -3.84
C -4.02 -0.43 -4.61
C -5.24 -1.07 -4.40
C -5.33 -2.07 -3.45
C -4.22 -2.38 -2.68
C -3.01 -1.72 -2.86
S -1.83 -1.95 -1.50
O -2.22 -3.18 -0.85
O -0.46 -1.96 -2.00
O -2.13 -0.74 -0.74
H -3.91 0.32 -5.37
H -6.10 -0.79 -4.99
H -6.26 -2.59 -3.29
H -4.25 -3.15 -1.91
S 0.26 -7.26 2.75
C -0.31 -5.69 2.76
S 0.27 -4.51 1.64
C -0.69 -3.22 2.48
N -1.40 -3.75 3.42
N -1.20 -5.10 3.60
C -1.88 -5.65 4.72
C -2.53 -4.75 5.58
C -3.21 -5.20 6.70
C -3.26 -6.56 6.99
C -2.62 -7.45 6.15
C -1.94 -7.01 5.02
S -0.52 -1.60 2.12
H -2.48 -3.70 5.35
H -3.70 -4.49 7.35
H -3.79 -6.92 7.87
H -2.65 -8.51 6.36
H -1.44 -7.73 4.39
C 2.05 4.86 -2.60
C 2.64 4.41 -3.93
C 3.14 2.97 -3.88
S 1.70 1.82 -3.56
O 1.96 1.43 -2.15
C 2.37 0.41 -4.51
C 2.56 0.64 -6.01
C 1.35 1.26 -6.70
H 1.62 5.86 -2.67
H 2.83 4.88 -1.83
H 1.28 4.17 -2.27
H 3.47 5.08 -4.21
H 1.89 4.50 -4.72
H 3.81 2.81 -3.04
H 3.63 2.70 -4.82
H 1.60 -0.36 -4.36
H 3.29 0.13 -4.01
H 2.77 -0.33 -6.47
H 3.44 1.27 -6.19
H 0.44 0.71 -6.46
H 1.48 1.27 -7.78
H 1.21 2.29 -6.36
*
```

Values from the calculation:
- Kohn-Sham gap: 5.46 eV
- Molecular weight: 1114.4 g mol⁻¹
- Relative energy (zero: lowest compared OMol25 entry of this formula, charge and spin): 2.852 eV
- LUMO: 3.36 eV

---

> Which of these has the highest molecular weight?

C38H38Br2N5O7RbS6